Density functional theory data (the ωB97M-V functional and the def2-TZVPD basis) for a molecular structure, C41H34I2N7O4PbS2 at a distorted geometry.

```
91
Properties=species:S:1:pos:R:3:mulliken_charge:R:1
Pb -0.051 0.251 0.540 1.3188
I 4.136 6.672 0.050 0.0875
I 4.104 1.519 -2.923 0.0856
S 1.206 -0.438 -4.378 -0.2158
S -0.510 -3.577 3.367 -0.3098
O -5.263 -1.065 -5.036 -0.5942
O 0.562 0.127 2.595 0.5420
O 1.637 1.023 -0.897 0.0462
O -6.867 -0.045 -4.032 -0.5889
N 0.584 2.600 0.987 0.5257
N -5.718 -0.427 -4.107 0.9925
N -1.543 -0.789 -1.414 0.5439
N 3.144 -0.863 -6.188 -0.1264
N -2.427 1.203 0.179 0.4373
N 2.778 -2.575 -4.898 -0.0662
N -1.246 -1.622 1.883 0.0186
C 2.136 2.206 -0.743 -0.1639
C -1.798 -2.572 3.945 0.8060
C -2.901 2.101 1.027 -0.2373
C 2.828 -2.992 -0.803 -0.3757
C -2.498 -2.659 5.146 -0.7520
C -4.971 2.264 -0.121 -0.7993
C -5.258 0.893 -2.159 -0.6324
C 2.162 4.365 0.531 1.0504
C -2.064 -1.569 3.008 -0.6706
C 1.507 0.558 3.558 1.2288
C -3.463 -1.706 5.404 -0.5653
C -3.207 0.792 -0.845 -0.6784
C 3.197 2.721 -1.480 -0.4601
C 2.658 1.367 2.947 -1.5421
C -2.736 -0.252 -1.717 -0.3212
C 1.356 -3.972 0.831 -0.8945
C 1.614 3.082 0.264 0.1285
C -4.804 -0.061 -2.988 -0.4094
C -1.083 -1.785 -2.135 -0.3819
C 0.074 3.293 1.981 -0.4176
C 3.728 4.000 -1.251 -0.4047
C -4.481 1.328 -1.046 1.3630
C 3.231 4.812 -0.269 -0.3906
C -3.067 -0.637 3.271 -0.2430
C 3.833 -3.068 -5.785 -0.4773
C 1.611 5.075 1.620 -0.7290
C 0.578 4.546 2.345 -1.6530
C 2.170 -1.769 -0.682 -0.4868
C 1.116 -1.694 0.198 0.0564
C -4.180 2.649 0.928 -1.3176
C -3.746 -0.703 4.469 -0.7907
C 0.680 -2.758 0.969 1.5038
C -0.396 -2.585 1.953 0.3854
C 2.417 -4.087 -0.055 -1.1747
C 2.395 -1.305 -5.160 -0.0636
C -1.801 -2.323 -3.207 -1.2019
C 2.071 -0.719 4.198 -1.5948
C -3.011 -1.785 -3.539 -0.7417
C 0.820 1.368 4.664 -1.3911
C -3.525 -0.703 -2.785 0.7559
C 4.135 -1.831 -6.658 -0.4465
H 5.148 -1.465 -6.503 0.2668
H -4.522 0.021 4.690 0.4386
H -3.567 -2.174 -4.372 0.5662
H -1.394 -3.148 -3.774 0.5200
H 0.000 0.781 5.091 0.2687
H 1.043 -4.821 1.430 0.4953
H 0.156 5.073 3.191 0.4417
H 3.999 -2.041 -7.716 0.2917
H -4.012 -1.743 6.336 0.4167
H 1.529 1.614 5.459 0.4202
H 2.490 -0.904 -1.253 0.2917
H 3.522 1.403 3.614 0.5593
H 2.478 -1.381 3.429 0.2558
H 3.108 0.091 -6.494 0.2225
H 0.408 2.294 4.256 0.1741
H 3.671 -3.073 -1.478 0.6116
H 4.558 4.341 -1.856 0.3624
H 2.930 -5.035 -0.149 0.3924
H -0.728 2.834 2.541 0.8698
H 2.963 0.909 2.000 0.1002
H 2.033 6.034 1.893 0.2347
H 4.704 -3.388 -5.217 0.2775
H 1.271 -1.240 4.727 0.2593
H -3.292 0.124 2.538 0.5018
H 2.346 2.393 2.746 0.3997
H -0.129 -2.201 -1.835 0.4322
H -2.251 2.394 1.836 0.3886
H 2.369 -3.110 -4.158 0.1622
H 2.854 -0.460 4.915 0.5138
H 3.479 -3.907 -6.380 0.2822
H -6.224 1.340 -2.342 0.5948
H -5.973 2.657 -0.244 0.4824
H -2.293 -3.451 5.855 0.4225
H -4.525 3.359 1.666 0.5167
```

Output
Orbital gap ... 5.30 eV
DFT total energy ... -104801.190 eV
Total charge ... +1